(1)
Formula: C39H109N17O15
Source: the Open Molecules 2025 dataset
Level of theory: ωB97M-V/def2-TZVPD

Geometry as XYZ:
```
180
Properties=species:S:1:pos:R:3:mulliken_charge:R:1
C -9.50575 3.38717 -10.99029 1.09
O -10.64072 4.18521 -11.28256 0.98
C -10.47212 5.57885 -10.99122 0.05
C -11.57695 6.28098 -11.74221 1.19
C -11.43850 7.78730 -11.56982 0.16
N -12.92113 5.93448 -11.21787 -0.39
H -9.35932 3.32668 -9.90439 -1.15
H -8.59494 3.84966 -11.39184 -0.02
H -9.66410 2.41896 -11.45754 -0.32
H -10.51096 5.64306 -9.89915 0.64
H -9.50204 5.83863 -11.43359 -1.41
H -11.56133 5.97504 -12.79030 -0.55
H -12.27252 8.37202 -11.96314 -0.74
H -10.50364 8.23732 -11.90118 0.24
H -11.55749 7.99965 -10.49880 -0.22
H -12.90696 4.95303 -10.93143 0.18
H -13.00330 6.36198 -10.29057 0.29
C -13.80617 4.30116 -16.13959 -0.76
O -13.98178 5.05111 -14.97041 0.23
C -15.21418 5.74960 -14.94019 -1.35
C -15.46229 6.28909 -13.55151 0.51
C -16.93017 6.70604 -13.40642 -1.99
N -14.61743 7.49309 -13.29042 0.09
H -13.60163 4.98431 -16.97415 0.32
H -14.68655 3.69150 -16.39322 0.39
H -13.00601 3.56655 -16.05353 -0.06
H -15.18491 6.55694 -15.68541 0.42
H -16.02501 5.05151 -15.19762 0.55
H -15.28214 5.59118 -12.73588 0.48
H -17.05036 7.12736 -12.40929 0.39
H -17.54791 5.79514 -13.39136 0.42
H -17.34956 7.34627 -14.18114 0.33
H -13.87337 7.16834 -12.67539 -0.07
H -14.23016 7.83832 -14.16183 0.07
C -10.15103 2.60822 -15.93123 -0.47
O -9.06628 3.16427 -15.24338 -0.34
C -9.16760 4.55669 -15.06746 -0.20
C -7.85491 5.06936 -14.55830 1.19
C -7.93210 6.55087 -14.18992 -1.18
N -6.73652 4.84259 -15.48408 -0.65
H -11.07274 2.62543 -15.33137 -0.18
H -9.93075 1.55809 -16.12494 0.38
H -10.33384 3.10339 -16.89192 0.36
H -9.53254 5.04848 -15.98068 0.61
H -9.93254 4.79802 -14.30781 -0.24
H -7.57722 4.53253 -13.64343 -0.57
H -8.31944 7.18061 -14.99099 0.42
H -6.96456 6.93017 -13.85392 0.52
H -8.56701 6.59728 -13.29550 -0.20
H -6.14868 5.64483 -15.62997 0.20
H -6.97503 4.35597 -16.33225 0.22
C -12.84590 11.20294 -18.63271 -0.80
O -12.26939 10.52111 -17.53857 -0.27
C -11.79556 11.40212 -16.55238 -0.95
C -11.21007 10.62700 -15.39098 0.24
C -12.14873 9.50214 -14.93714 -0.80
N -10.96810 11.56823 -14.26711 -0.70
H -12.05949 11.75418 -19.16810 0.31
H -13.66258 11.86600 -18.34517 0.32
H -13.14847 10.43293 -19.34171 0.24
H -10.99191 12.04684 -16.93284 0.45
H -12.63026 12.01292 -16.18073 0.35
H -10.23534 10.17592 -15.58935 0.39
H -12.22702 8.81062 -15.78419 0.50
H -13.16449 9.86046 -14.75490 0.28
H -11.77269 8.98081 -14.05862 0.04
H -10.62524 11.01332 -13.49046 0.06
H -11.87027 11.93573 -13.97649 0.31
C -16.12590 2.34707 -12.59169 -0.67
O -14.91305 1.94377 -11.96672 -0.36
C -13.81682 2.11025 -12.84775 -0.41
C -12.57240 1.52627 -12.21504 0.91
N -12.63588 0.09214 -12.08572 -0.39
C -11.35135 -0.45120 -11.66682 -0.17
C -10.16632 -0.18642 -12.58910 -0.36
O -9.01826 -0.11280 -11.81502 -0.48
C -7.80078 -0.20048 -12.53318 -0.77
H -16.01887 3.33943 -13.03096 0.13
H -16.91998 2.32618 -11.84748 0.27
H -16.37987 1.58252 -13.33620 0.35
H -13.62791 3.15842 -13.11437 -0.11
H -14.03172 1.55309 -13.77247 0.44
H -12.35902 2.09301 -11.30028 -0.32
H -11.78471 1.78878 -12.92227 -0.43
H -13.34045 -0.19796 -11.42156 0.31
H -11.39780 -1.50788 -11.40026 0.39
H -11.02443 -0.02041 -10.69786 -0.06
H -10.27097 0.58976 -13.35345 0.01
H -10.08746 -1.09629 -13.21675 0.55
H -6.98923 -0.24603 -11.81203 0.24
H -7.66635 0.69673 -13.15062 0.20
H -7.82696 -1.06760 -13.20070 0.37
C -3.03943 7.45546 -10.40054 -0.71
O -4.37326 7.79133 -10.64066 -0.33
C -5.24612 6.65836 -10.64142 -0.26
C -5.57560 6.17812 -9.21596 -0.12
N -6.68888 6.91050 -8.61373 -0.34
C -7.94367 6.29010 -8.99597 -0.21
C -8.19739 4.90005 -8.40775 -0.24
O -7.86653 4.94280 -7.03626 -0.47
C -8.31706 3.79079 -6.36105 -0.14
H -2.89261 6.92995 -9.44941 0.28
H -2.45934 8.37511 -10.39421 0.27
H -2.62736 6.78061 -11.16615 0.30
H -4.75839 5.88620 -11.24897 0.45
H -6.17049 6.98158 -11.12174 -0.22
H -4.67607 6.21908 -8.60087 0.38
H -5.74715 5.10466 -9.34317 0.06
H -6.69476 7.80942 -9.08832 0.56
H -8.13783 6.27234 -10.08657 -0.02
H -8.82097 6.88753 -8.71052 0.46
H -7.52325 4.17339 -8.88775 0.01
H -9.22640 4.57954 -8.60332 0.30
H -7.74988 2.91355 -6.70173 -0.32
H -9.37842 3.57536 -6.53961 0.22
H -8.16138 3.93543 -5.29444 0.43
C -12.18287 9.25234 -8.01608 -0.48
O -13.40669 8.57563 -8.12344 -0.35
C -14.44758 9.37259 -8.65677 0.57
C -15.77027 8.71567 -8.48868 -0.69
N -16.25608 8.70770 -7.13360 -0.28
C -17.25856 7.68575 -6.81372 -0.65
C -18.45861 7.79362 -7.73003 -0.20
O -19.58103 7.02129 -7.31557 -0.40
C -19.34557 5.64244 -7.30468 -0.72
H -11.78424 9.49294 -9.00903 -0.03
H -11.48208 8.56074 -7.54500 0.29
H -12.17369 10.17033 -7.41813 0.36
H -14.24220 9.56972 -9.71804 -0.42
H -14.46756 10.38414 -8.22666 0.45
H -15.82814 7.68861 -8.89195 0.21
H -16.51334 9.23710 -9.10656 0.21
H -15.60686 8.87175 -6.38560 0.29
H -17.51662 7.80836 -5.76200 0.35
H -16.72519 6.72757 -6.92840 0.36
H -18.20278 7.45042 -8.74287 0.19
H -18.78005 8.83224 -7.79708 0.31
H -20.13713 5.17242 -6.72132 0.27
H -18.41884 5.36237 -6.79728 0.31
H -19.33357 5.23222 -8.32092 0.27
N -8.28350 10.05704 -12.23864 -0.27
C -8.11707 10.12096 -10.87834 0.50
N -8.28437 11.39501 -10.36972 -0.57
O -7.83641 9.18775 -10.15613 -0.57
H -8.43952 10.88832 -12.77736 0.22
H -8.08912 9.16292 -12.64696 0.09
H -8.45633 12.14224 -11.01922 0.23
H -8.19133 11.62039 -9.39836 0.20
N -12.70826 0.63732 -6.72674 -0.49
C -11.52529 1.08996 -7.28441 0.48
N -11.67281 1.72623 -8.48985 0.01
O -10.44415 0.77446 -6.80437 -0.64
H -13.55518 1.17723 -6.77355 0.22
H -12.52012 0.17244 -5.85334 0.29
H -12.60321 2.01088 -8.73986 0.22
H -10.85892 2.17784 -8.86933 -0.27
N -6.82257 1.31040 -7.31772 -0.46
C -6.98212 1.08831 -8.66401 0.65
N -8.26957 0.87614 -9.06345 0.16
O -6.05080 1.19406 -9.45366 -0.70
H -7.65084 1.35689 -6.75034 0.26
H -5.91629 1.52728 -6.95423 0.21
H -8.35734 0.73482 -10.06077 -0.06
H -8.98172 0.74082 -8.36198 0.11
N -10.99666 13.01494 -10.66188 -0.40
C -12.16032 12.36150 -11.01538 0.30
N -13.25047 13.16544 -11.13266 -0.29
O -12.18508 11.12918 -11.02293 -0.27
H -10.23161 12.47681 -10.29982 0.27
H -10.87130 14.00112 -10.79513 0.13
H -14.15732 12.69845 -11.22972 0.08
H -13.12727 14.15212 -11.25544 0.18
N -14.55038 10.29040 -12.37020 0.55
C -15.72098 10.92644 -12.09081 0.78
N -16.78014 10.42355 -12.81892 -0.37
O -15.80852 11.90235 -11.34661 -0.79
H -14.56695 9.36388 -12.79044 0.34
H -13.77041 10.50150 -11.74120 -0.77
H -16.60336 9.90239 -13.65698 0.16
H -17.67252 10.86797 -12.70487 0.24
```

Values from the calculation:
2S+1 ... 1
Frontier orbital gap ... 8.3 eV
ΔE to the lowest compared entry with this formula, charge and spin ... 0.0 kcal per mole
SMILES ... COC[C@H](C)N.COC[C@H](C)N.COC[C@H](C)N.COC[C@H](C)N.COCCNCCOC.COCCNCCOC.COCCNCCOC.NC(N)=O.NC(N)=O.NC(N)=O.NC(N)=O.NC(N)=O
Charge ... 0



(2)
Formula: C39H15BrF15GeN3PdS
Source: the Open Molecules 2025 dataset
Level of theory: ωB97M-V/def2-TZVPD

Geometry as XYZ:
```
76
Properties=species:S:1:pos:R:3:mulliken_charge:R:1
Pd 0.69342 -0.39204 0.17181 0.67
Br 2.29531 0.65033 1.99062 0.06
C 3.93299 -0.04049 1.25883 -0.30
C 5.09433 0.19887 1.84226 -0.23
C 6.33386 -0.39897 1.37364 -0.65
C 6.42449 -1.62300 0.85103 -1.11
C 5.31706 -2.56473 0.64421 0.76
C 5.59708 -3.92494 0.59833 -0.38
C 4.64801 -4.94270 0.29582 -1.16
C 3.36897 -4.61032 0.04118 -1.01
C 2.97607 -3.22175 0.12050 0.54
C 4.01916 -2.17688 0.27759 0.88
H 5.12479 0.83082 2.72177 0.48
H 7.24605 0.15945 1.54810 0.49
H 7.40963 -2.01020 0.61630 0.39
H 6.63261 -4.22554 0.72895 0.47
H 4.98290 -5.96944 0.23442 0.45
H 2.64260 -5.34922 -0.26359 0.68
C 2.06128 1.13312 -3.23978 -0.65
C 2.78211 1.81867 -2.26927 -1.05
C 3.28859 1.15650 -1.16843 -0.18
C 3.06944 -0.21713 -1.01762 -0.67
C 2.35407 -0.91280 -1.99797 0.65
C 1.85781 -0.22529 -3.10466 -1.13
N 3.72183 -0.84819 0.10940 0.87
N 1.79052 -2.73878 0.16410 0.38
C 0.53253 -3.29004 0.16021 0.26
C 0.15594 -4.59112 0.47615 -0.91
C -1.19153 -4.91702 0.40819 -0.75
C -2.10078 -3.94639 0.03622 -0.90
C -1.65279 -2.64571 -0.21341 -0.17
N -0.37640 -2.32282 -0.13991 0.69
H 1.67213 1.65962 -4.10203 0.46
H 2.95637 2.88279 -2.36944 0.48
H 3.86080 1.70344 -0.43107 0.60
H 2.23511 -1.98120 -1.96086 0.59
H 1.31005 -0.77449 -3.86081 0.50
H 0.87958 -5.31691 0.81238 0.61
H -1.52164 -5.91756 0.65456 0.46
H -3.15875 -4.16536 -0.03130 0.50
H -2.34693 -1.84966 -0.44514 0.35
F -3.71484 4.32600 0.64636 -0.35
C -2.41774 4.47460 0.35834 0.87
C -1.60618 3.35414 0.28812 -0.26
C -0.28425 3.56615 -0.05215 0.44
F 0.55648 2.51853 -0.19303 0.60
C 0.23315 4.82035 -0.28574 -0.48
F 1.51567 4.97338 -0.61597 -0.29
C -0.60040 5.92123 -0.18264 0.63
F -0.12184 7.13066 -0.40361 -0.28
C -1.93657 5.75047 0.13974 0.04
F -2.73646 6.80150 0.22615 -0.26
Ge -2.35086 1.58046 0.56366 -0.54
S -0.97704 0.10050 1.52832 -0.38
C -3.65211 1.46534 1.99730 -0.15
C -4.52005 0.38624 2.06775 0.59
F -4.46692 -0.57090 1.12288 -0.34
C -5.44118 0.24347 3.07986 0.12
F -6.25959 -0.80073 3.11237 -0.27
C -5.49467 1.20450 4.07799 0.61
F -6.36691 1.08248 5.05788 -0.27
C -4.62574 2.28336 4.05658 0.20
F -4.66830 3.19004 5.02098 -0.27
C -3.71438 2.39257 3.02648 0.03
F -2.87204 3.43091 3.04261 -0.34
C -3.07144 1.00122 -1.15974 -0.37
C -4.42457 1.09300 -1.45403 0.91
F -5.27577 1.55374 -0.53526 -0.31
C -4.94289 0.71895 -2.68051 0.08
F -6.24111 0.80638 -2.92025 -0.27
C -4.08820 0.25111 -3.66470 0.60
F -4.56420 -0.11100 -4.84029 -0.28
C -2.72783 0.17309 -3.41587 -0.22
F -1.89096 -0.25758 -4.35874 -0.28
C -2.25425 0.55649 -2.18024 0.17
F -0.91473 0.50638 -1.99189 0.29
```

Values from the calculation:
2S+1 ... 1
Frontier orbital gap (alpha / beta) ... 4.3 / 4.3 eV
ΔE to the lowest compared entry with this formula, charge and spin ... 0.0 kcal per mole
Charge ... +2



(3)
Formula: C39H18Br2F8O7
Source: the Open Molecules 2025 dataset
Level of theory: ωB97M-V/def2-TZVPD

Geometry as XYZ:
```
74
Properties=species:S:1:pos:R:3:mulliken_charge:R:1
O -9.91206 -0.34344 -4.85660 -0.44
C -8.84662 -0.79939 -4.71020 0.49
Br -8.52771 -2.15667 -3.36612 -0.18
C -7.64290 -0.47015 -5.57388 -1.03
C -6.31952 -0.50071 -4.87336 -0.04
C -5.37137 -1.41181 -5.05669 0.69
F -5.49665 -2.44126 -5.88638 -0.32
C -4.14507 -1.42283 -4.20084 0.17
O -3.56006 -2.42824 -3.92111 -0.52
C -3.73440 -0.06230 -3.68109 0.15
Br -1.91566 0.06755 -3.31076 -0.06
C -4.64764 0.90171 -3.51461 0.22
C -4.25283 2.29438 -3.05359 0.53
F -3.57923 2.25195 -1.87450 -0.25
F -3.39696 2.78187 -3.99916 -0.27
C -5.34618 3.40233 -2.89676 0.34
F -6.09741 3.43274 -4.01574 -0.26
F -4.67567 4.56565 -2.81892 -0.32
C -6.27355 3.30329 -1.62138 0.82
F -5.97772 4.28806 -0.77177 -0.27
F -7.54647 3.41177 -1.96190 -0.23
F -6.08970 2.14355 -0.98024 -0.24
C -6.07265 0.53409 -3.82512 0.92
O -7.00198 1.04251 -3.25063 -0.55
H -7.83149 0.53423 -5.97137 0.31
H -7.65033 -1.17799 -6.40825 0.36
O 0.60352 -1.55585 0.23295 -0.66
C -0.01332 -1.97384 1.19215 0.53
C 0.61185 -2.03885 2.54283 0.05
C 1.92350 -1.61033 2.69311 -0.60
C 2.52285 -1.61842 3.94124 -0.23
C 1.80821 -2.06749 5.04726 -0.67
C 0.50434 -2.51198 4.90282 -0.59
C -0.09977 -2.49981 3.65128 0.35
C -1.50257 -2.98685 3.51685 0.65
O -2.10957 -3.42659 4.46936 -0.67
C -2.13334 -2.91211 2.16643 0.19
C -3.45049 -3.32761 2.01535 -0.50
C -4.06177 -3.25110 0.77511 -0.80
C -3.36064 -2.75955 -0.32090 -0.12
C -2.04650 -2.34900 -0.17637 -0.48
C -1.42798 -2.42336 1.06481 -0.08
H 2.46287 -1.27515 1.81907 0.45
H 3.54352 -1.27292 4.05585 0.55
H 2.27299 -2.07114 6.02437 0.41
H -0.06017 -2.86965 5.75296 0.48
H -3.98231 -3.70623 2.87736 0.49
H -5.08728 -3.57700 0.65967 0.44
H -3.83487 -2.70670 -1.29203 0.35
H -1.49091 -1.96762 -1.02121 0.46
O 8.45055 2.47243 -0.46593 -0.66
C 7.83866 2.05164 0.49203 0.62
C 8.47131 1.98149 1.84205 0.11
C 9.77640 2.43239 1.99561 -0.56
C 10.38015 2.39009 3.24075 -0.48
C 9.68394 1.89696 4.33893 -0.51
C 8.38547 1.44052 4.19098 -0.47
C 7.77461 1.48002 2.94353 0.08
C 6.38053 0.97134 2.80524 0.56
O 5.79044 0.48686 3.74908 -0.65
C 5.73839 1.07369 1.46461 0.01
C 4.42637 0.64497 1.31942 -0.53
C 3.79938 0.72036 0.08740 -0.26
C 4.48632 1.23736 -1.00653 -0.63
C 5.79426 1.67157 -0.86837 -0.61
C 6.42680 1.59014 0.36639 0.38
H 10.30377 2.81386 1.13215 0.47
H 11.39650 2.74239 3.35839 0.40
H 10.15718 1.86888 5.31162 0.40
H 7.83217 1.04957 5.03372 0.47
H 3.90948 0.25520 2.18395 0.42
H 2.77894 0.37329 -0.02345 0.55
H 3.99774 1.30016 -1.96997 0.40
H 6.34032 2.07305 -1.71097 0.48
```

Values from the calculation:
2S+1 ... 1
Frontier orbital gap ... 7.5 eV
SMILES ... O=C(Br)CC1=C(F)C(=O)C(Br)=C(C(F)(F)C(F)(F)C(F)(F)F)C1=O.O=C1c2ccccc2C(=O)c2ccccc21.O=C1c2ccccc2C(=O)c2ccccc21
Charge ... 0



| no. | largest force on an atom (eV Å⁻¹) | molar mass (g/mol) |
| --- | --- | --- |
| 1 | 2.6 | 1056.405 |
| 2 | 0.4 | 1101.541 |
| 3 | 0.9 | 910.358 |